Density functional theory data (ωB97M-V with the def2-TZVPD basis set) for a structure of composition C20H30F24Na3O15P4 in a non-equilibrium geometry.

Last column: Mulliken charge in e.
Atoms and positions in Å:
1 Na 10.861 9.478 -3.226  0.87
2 Na 9.081 10.603 1.066  0.92
3 Na 7.438 11.551 -5.500  0.85
4 P 7.334 9.170 -2.923  1.38
5 F 6.764 7.633 -3.135  -0.36
6 F 8.849 8.734 -3.098  -0.57
7 F 7.161 9.298 -4.596  -0.45
8 F 7.539 10.694 -2.842  -0.27
9 F 5.793 9.697 -2.651  -0.41
10 F 7.710 9.053 -1.280  -0.38
11 P 7.403 14.634 -3.776  1.32
12 F 6.535 13.257 -3.888  -0.36
13 F 6.112 15.565 -4.004  -0.36
14 F 7.076 14.524 -2.151  -0.40
15 F 8.207 16.051 -3.558  -0.41
16 F 8.914 14.072 -3.467  -0.36
17 F 7.733 14.446 -5.387  -0.39
18 P 10.701 11.511 -5.700  1.29
19 F 9.981 10.087 -5.962  -0.36
20 F 9.465 12.258 -6.488  -0.42
21 F 9.881 11.637 -4.326  -0.22
22 F 11.237 12.991 -5.274  -0.42
23 F 11.858 10.664 -4.947  -0.33
24 F 11.592 11.452 -6.967  -0.31
25 P 11.618 12.020 -0.511  1.37
26 F 11.207 10.502 -0.900  -0.30
27 F 10.026 12.193 -0.573  -0.46
28 F 11.379 11.761 1.087  -0.36
29 F 11.992 13.640 -0.090  -0.39
30 F 13.220 11.558 -0.436  -0.42
31 F 11.868 12.326 -2.096  -0.32
32 C 16.688 5.910 -3.926  -1.55
33 C 16.142 6.971 -3.022  0.79
34 C 16.655 8.347 -3.178  -0.76
35 O 15.596 9.212 -3.317  -0.21
36 C 14.426 8.361 -3.214  -0.07
37 O 13.278 8.816 -3.441  0.16
38 O 14.760 7.116 -3.353  -0.15
39 H 16.388 6.023 -4.968  0.22
40 H 16.248 4.953 -3.647  0.39
41 H 17.775 5.905 -3.846  0.41
42 H 16.132 6.663 -1.976  0.10
43 H 17.437 8.267 -3.934  0.33
44 H 17.187 8.647 -2.275  0.36
45 C 15.012 7.486 0.910  -1.69
46 C 13.558 7.580 0.461  1.98
47 C 12.768 6.387 1.066  0.24
48 O 11.898 7.124 2.043  -0.43
49 C 11.881 8.494 1.691  0.60
50 O 11.025 9.331 2.044  -0.64
51 O 12.960 8.746 1.001  -0.19
52 H 15.143 7.491 1.992  0.41
53 H 15.664 8.100 0.288  0.31
54 H 15.183 6.440 0.656  0.43
55 H 13.565 7.561 -0.628  -0.88
56 H 13.255 5.512 1.496  0.36
57 H 12.069 6.032 0.308  -0.30
58 C 14.568 11.273 -8.386  -1.40
59 C 15.388 10.700 -7.235  0.48
60 C 14.546 9.712 -6.389  -0.09
61 O 15.412 8.582 -6.268  -0.10
62 C 16.458 8.673 -7.189  0.45
63 O 17.472 7.919 -7.266  -0.65
64 O 16.361 9.818 -7.808  -0.35
65 H 15.355 11.724 -8.989  0.45
66 H 14.125 12.223 -8.086  0.35
67 H 13.882 10.603 -8.904  0.32
68 H 15.788 11.404 -6.506  0.38
69 H 13.667 9.336 -6.911  0.02
70 H 14.102 10.138 -5.489  0.01
71 C 11.582 6.295 -5.978  -1.00
72 C 12.206 4.853 -6.157  0.15
73 C 13.739 4.788 -6.241  0.48
74 O 13.962 3.655 -5.440  -0.40
75 C 12.844 3.179 -4.853  0.74
76 O 12.734 2.237 -4.088  -0.62
77 O 11.878 4.022 -4.994  -0.25
78 H 12.165 6.660 -5.133  -0.14
79 H 10.504 6.157 -5.891  0.44
80 H 12.002 6.911 -6.774  0.46
81 H 11.812 4.323 -7.025  0.25
82 H 14.041 5.734 -5.789  -0.34
83 H 14.288 4.450 -7.120  0.26
84 C 7.932 4.439 -2.990  -1.33
85 C 9.014 4.721 -1.933  0.43
86 C 10.057 3.693 -1.851  -0.49
87 O 11.133 4.554 -1.450  -0.31
88 C 10.923 5.800 -1.960  0.19
89 O 11.703 6.738 -1.898  -0.22
90 O 9.734 5.898 -2.390  -0.10
91 H 7.297 3.567 -2.833  0.43
92 H 8.299 4.239 -3.997  0.26
93 H 7.263 5.299 -3.019  0.25
94 H 8.498 4.846 -0.981  0.27
95 H 10.362 3.226 -2.787  0.20
96 H 9.712 3.021 -1.064  0.32

Atomic forces in eV per Å
Na 0.6 0.5 0.2
Na 0.8 0.2 -0.5
Na 0.4 0.4 0.7
P -3.6 -0.5 0.3
F 1.0 1.0 1.2
F 0.7 -0.3 -1.0
F 0.3 0.3 0.6
F 3.3 2.3 -0.5
F -0.5 -2.4 0.1
F -1.2 -0.5 -0.7
P 2.4 1.8 2.3
F 0.4 -0.6 -0.6
F -0.4 -0.9 -0.6
F 0.1 0.4 -0.9
F -0.7 0.5 -0.7
F -1.3 -2.0 -0.4
F -0.6 0.6 0.7
P -0.8 2.8 1.9
F -0.4 -0.5 -0.7
F 0.0 -0.7 -0.4
F -0.9 -1.3 0.8
F 1.0 -1.0 -1.0
F 0.6 0.1 0.9
F 0.4 0.0 -1.8
P 2.6 2.2 -0.5
F 0.7 -2.1 0.0
F -1.1 1.9 -0.3
F 0.6 -0.4 -0.1
F -0.8 -2.6 -1.0
F -1.6 0.5 0.6
F -0.8 0.2 1.3
C 0.0 -0.6 0.0
C -0.9 -1.5 0.3
C 3.1 0.0 1.1
O -3.2 -1.2 0.3
C -3.1 4.3 -4.1
O 3.9 -1.5 1.8
O -0.7 -0.6 0.9
H 0.2 0.6 0.0
H 0.4 -0.2 0.2
H 0.0 -0.3 -0.1
H 0.3 -0.2 0.1
H -0.5 1.1 -0.9
H 0.2 0.0 0.2
C -0.5 -1.1 -0.7
C 1.8 -1.2 1.2
C -2.3 2.0 -0.4
O -0.2 0.8 -0.7
C -2.0 0.0 1.6
O 2.3 -3.2 -0.8
O -0.3 0.9 -1.0
H 0.1 0.7 -0.1
H 0.1 0.2 0.6
H 0.8 -0.1 -0.2
H -0.7 0.3 0.1
H 0.3 0.7 0.4
H 0.2 -0.2 0.1
C 1.6 2.0 0.7
C -2.8 -1.5 0.3
C -0.7 0.0 -1.2
O 1.6 -1.1 -0.1
C 2.9 -1.8 2.2
O -4.6 2.2 0.2
O 0.8 0.9 -0.9
H -0.1 -0.5 -1.0
H -0.9 -0.4 0.4
H 0.3 0.1 0.2
H 0.7 0.3 -0.7
H -0.1 0.2 -0.4
H 0.9 -0.3 0.5
C 2.3 -2.4 -0.1
C -1.2 1.0 -1.3
C -1.1 -0.1 0.7
O 1.0 -2.0 1.5
C 1.1 -1.4 3.1
O 1.0 0.7 -1.6
O -1.5 2.1 -1.8
H -0.9 0.3 0.7
H 0.2 0.8 0.1
H -0.8 0.0 -0.5
H -0.5 0.1 0.0
H 1.1 -0.2 0.1
H -0.7 1.2 -0.7
C -0.5 0.2 -0.1
C -2.8 -0.3 -2.9
C 0.5 0.5 0.4
O 1.8 0.0 0.5
C 2.8 0.9 1.7
O -0.5 -1.6 -0.3
O -3.1 -0.1 -0.5
H 0.1 -0.1 0.8
H 0.6 0.4 0.1
H 0.0 0.0 -0.2
H 0.5 0.7 0.2
H -0.3 -0.2 0.1
H 0.9 -0.4 -0.1

Results
- Net charge: -1
- Calculated total energy: -167593.8531 eV
- Energy above the lowest of the compared OMol25 structures with the same formula, charge and spin: 0.0 kcal/mol
- 2S+1: 1
- HOMO energy: -8.009 eV
- Orbital gap: 9.3 eV

***

Density functional theory data (ωB97M-V with the def2-TZVPD basis set) for a cluster of 8 separate species, C36H92N4O12S4 in total in a non-equilibrium geometry.

Last column: Mulliken spin population.
Atoms and positions in Å:
1 C 2.187 -3.282 5.540  0.06
2 C 2.955 -2.164 6.344  0.02
3 N 1.951 -1.197 6.785  0.74
4 C 1.381 -0.273 5.782  0.01
5 C 2.386 0.868 5.398  0.08
6 C 2.484 -0.555 8.025  0.01
7 C 1.720 0.447 8.857  0.01
8 H 2.952 -4.002 5.249  0.00
9 H 1.660 -2.999 4.628  -0.01
10 H 1.357 -3.820 5.998  0.00
11 H 3.586 -2.504 7.165  0.00
12 H 3.637 -1.842 5.556  0.03
13 H 1.041 -0.880 4.942  -0.01
14 H 0.448 0.126 6.179  0.01
15 H 2.440 1.447 6.320  0.00
16 H 3.357 0.450 5.131  0.00
17 H 2.092 1.491 4.554  0.00
18 H 3.378 -0.030 7.687  0.05
19 H 2.834 -1.323 8.714  0.00
20 H 2.460 0.887 9.526  0.00
21 H 0.893 -0.026 9.388  0.00
22 H 1.222 1.199 8.244  0.00
23 C -6.966 4.735 -0.215  0.00
24 C -5.467 4.457 -0.098  0.00
25 N -4.861 5.646 0.545  0.00
26 C -3.451 5.514 0.745  0.00
27 C -2.680 5.389 -0.567  0.00
28 C -5.427 6.168 1.763  0.00
29 C -5.598 5.144 2.903  0.00
30 H -7.109 5.752 -0.582  0.00
31 H -7.261 4.691 0.834  0.00
32 H -7.579 4.017 -0.759  0.00
33 H -5.198 3.587 0.500  0.00
34 H -5.091 4.076 -1.047  0.00
35 H -2.979 6.337 1.282  0.00
36 H -3.327 4.621 1.357  0.00
37 H -3.008 4.724 -1.365  0.00
38 H -2.535 6.363 -1.034  0.00
39 H -1.636 5.095 -0.462  0.00
40 H -6.379 6.650 1.539  0.00
41 H -4.824 6.978 2.171  0.00
42 H -6.334 5.375 3.673  0.00
43 H -4.679 5.132 3.489  0.00
44 H -5.784 4.138 2.528  0.00
45 C -1.905 1.803 -1.164  0.00
46 C -0.702 1.319 -0.270  0.00
47 N -0.431 -0.125 -0.421  0.00
48 C 0.282 -0.438 -1.709  0.00
49 C 0.475 -1.925 -2.017  0.00
50 C -0.051 -0.698 0.887  0.00
51 C 1.083 -0.080 1.623  0.00
52 H -2.833 1.266 -0.969  0.00
53 H -1.724 1.636 -2.226  0.00
54 H -1.992 2.880 -1.018  0.00
55 H 0.182 1.793 -0.694  0.00
56 H -0.682 1.525 0.800  0.00
57 H -0.383 -0.094 -2.501  0.00
58 H 1.185 0.143 -1.895  0.00
59 H 1.064 -1.925 -2.934  0.00
60 H 1.092 -2.313 -1.206  0.00
61 H -0.500 -2.388 -2.169  0.00
62 H 0.081 -1.780 0.870  0.00
63 H -0.972 -0.454 1.416  0.00
64 H 1.393 -0.723 2.447  0.00
65 H 0.756 0.881 2.019  0.00
66 H 1.888 0.084 0.906  0.00
67 C 4.214 2.180 -5.358  0.00
68 C 3.973 3.675 -5.393  0.00
69 N 3.281 4.272 -4.226  0.00
70 C 4.187 4.829 -3.262  0.00
71 C 4.732 6.173 -3.638  0.00
72 C 2.256 3.410 -3.691  0.00
73 C 1.224 4.120 -2.662  0.00
74 H 3.286 1.651 -5.578  0.00
75 H 4.439 1.829 -4.351  0.00
76 H 4.872 1.667 -6.059  0.00
77 H 4.944 4.156 -5.508  0.00
78 H 3.391 3.840 -6.300  0.00
79 H 5.040 4.150 -3.251  0.00
80 H 3.807 4.836 -2.241  0.00
81 H 5.075 6.755 -2.782  0.00
82 H 4.102 6.756 -4.310  0.00
83 H 5.629 6.016 -4.238  0.00
84 H 1.748 2.956 -4.541  0.00
85 H 2.652 2.519 -3.205  0.00
86 H 1.705 4.248 -1.692  0.00
87 H 0.846 5.092 -2.977  0.00
88 H 0.465 3.375 -2.421  0.00
89 O 5.383 -5.172 -1.267  0.00
90 S 4.807 -6.513 -1.607  0.00
91 O 3.883 -7.225 -0.722  0.00
92 O 4.028 -6.515 -3.043  0.00
93 C 4.076 -5.283 -3.860  0.00
94 C 2.960 -4.308 -3.666  0.00
95 C 6.158 -7.693 -2.103  0.00
96 H 4.089 -5.665 -4.881  0.00
97 H 5.041 -4.797 -3.716  0.00
98 H 2.983 -3.787 -2.709  0.00
99 H 2.063 -4.826 -4.005  0.00
100 H 3.188 -3.478 -4.333  0.00
101 H 5.876 -8.745 -2.075  0.00
102 H 6.839 -7.436 -1.292  0.00
103 H 6.621 -7.353 -3.030  0.00
104 O 1.362 -3.693 1.619  0.00
105 S 1.093 -5.037 2.074  0.00
106 O 0.154 -5.156 3.221  0.00
107 O 0.546 -6.101 0.897  0.00
108 C 0.996 -5.878 -0.465  0.00
109 C -0.228 -5.585 -1.278  0.00
110 C 2.805 -5.827 2.411  0.00
111 H 1.486 -6.761 -0.876  0.00
112 H 1.840 -5.200 -0.596  0.00
113 H -0.923 -6.425 -1.288  0.00
114 H 0.107 -5.440 -2.305  0.00
115 H -0.795 -4.732 -0.904  0.00
116 H 3.389 -5.616 1.515  0.00
117 H 2.567 -6.866 2.639  0.00
118 H 3.265 -5.398 3.301  0.00
119 O -1.895 1.243 -6.500  0.00
120 S -1.206 0.091 -6.960  0.00
121 O 0.235 -0.051 -6.732  0.00
122 O -2.006 -1.220 -6.341  0.00
123 C -1.727 -1.452 -4.976  0.00
124 C -2.921 -0.972 -4.118  0.00
125 C -1.580 -0.299 -8.719  0.00
126 H -0.814 -1.026 -4.559  0.00
127 H -1.581 -2.527 -4.870  0.00
128 H -3.806 -1.593 -4.258  0.00
129 H -3.230 -0.003 -4.509  0.00
130 H -2.831 -0.861 -3.037  0.00
131 H -1.350 0.592 -9.304  0.00
132 H -2.662 -0.419 -8.782  0.00
133 H -1.115 -1.236 -9.025  0.00
134 O -3.297 -0.847 5.970  0.00
135 S -4.406 -0.175 5.303  0.00
136 O -4.361 1.292 5.142  0.00
137 O -4.563 -0.892 3.820  0.00
138 C -3.659 -0.415 2.805  0.00
139 C -4.631 0.315 1.871  0.00
140 C -6.057 -0.656 5.968  0.00
141 H -3.165 -1.291 2.386  0.00
142 H -2.818 0.182 3.158  0.00
143 H -5.273 0.955 2.478  0.00
144 H -5.185 -0.349 1.208  0.00
145 H -4.086 0.972 1.193  0.00
146 H -6.838 -0.595 5.210  0.00
147 H -6.312 -0.083 6.860  0.00
148 H -5.943 -1.666 6.361  0.00

Atomic forces in eV per Å
C 0.1 -0.8 0.1
C -2.1 -1.8 -1.6
N 3.1 2.4 0.4
C -0.9 -0.6 -0.6
C -0.2 -0.8 0.8
C -0.4 -0.2 0.8
C -1.2 -0.2 -0.8
H -0.2 -0.1 0.0
H 0.6 0.8 -0.2
H 0.4 0.0 1.0
H -0.6 -0.2 0.0
H -0.1 1.1 0.1
H 0.4 0.0 -0.2
H 0.2 0.2 0.3
H 0.4 0.5 -0.4
H 0.0 0.0 0.2
H -0.5 -0.2 0.2
H 0.3 -0.2 -0.5
H 0.0 -0.3 -0.4
H -0.4 0.1 0.1
H 0.3 -0.1 0.4
H 0.3 0.3 0.0
C 0.4 -0.4 1.1
C -0.4 0.2 0.4
N 0.8 1.0 -1.3
C 0.9 -1.3 -1.1
C 1.1 0.4 -0.7
C -1.8 -0.1 0.7
C 0.6 0.0 0.4
H -0.1 -0.1 -0.1
H -0.8 0.3 -0.1
H 0.4 0.0 -0.2
H -0.6 -0.5 0.7
H 0.6 1.3 -0.4
H -0.5 0.2 0.1
H 0.7 -0.5 0.3
H -0.7 0.0 0.4
H -0.6 0.2 0.0
H 0.1 -0.3 0.7
H -0.2 -0.1 0.0
H 0.3 0.0 -0.5
H -0.4 0.3 -0.4
H 0.3 -0.4 -0.1
H -0.1 0.0 0.1
C 0.8 -0.2 1.0
C 0.2 -1.0 -2.0
N 0.4 -0.4 -0.7
C -1.4 0.1 0.6
C 0.5 1.4 0.5
C -1.5 -0.3 -1.0
C 0.6 0.6 -0.1
H 0.0 0.2 0.4
H 0.4 0.0 0.0
H -0.4 -0.1 0.0
H 0.2 0.7 0.2
H -0.8 0.5 -0.2
H -0.2 0.3 0.1
H 0.6 0.0 0.5
H -0.1 -0.4 -0.1
H -0.3 -0.8 -0.1
H 0.3 -0.3 0.3
H -0.2 0.0 -0.4
H -0.1 -0.6 0.6
H 0.2 0.0 0.0
H 0.4 0.1 0.1
H 0.4 0.0 0.3
C -1.0 -1.5 0.8
C 0.3 0.1 -0.3
N -0.7 -0.2 -0.7
C 0.7 -0.8 0.3
C 1.0 0.6 -0.8
C -1.3 0.7 0.7
C 1.6 -1.3 -0.7
H -0.4 0.1 0.0
H 0.5 0.0 0.1
H 0.6 0.9 -0.1
H -0.2 0.4 0.0
H 0.0 0.5 0.0
H 0.5 -0.2 0.6
H -0.5 0.0 -0.2
H -0.3 0.1 0.0
H -0.4 0.0 0.5
H 0.2 0.1 -0.1
H -0.5 0.4 -0.1
H 0.3 -0.1 0.6
H 0.3 0.3 0.0
H -0.1 -0.3 -0.3
H -0.5 0.2 -0.4
O -1.6 -3.4 -0.9
S 0.0 -0.3 -0.7
O 1.6 1.4 -0.7
O 0.2 1.5 0.9
C 1.2 -0.4 -0.2
C 0.4 0.0 -0.4
C -0.1 1.7 1.3
H -0.2 -0.1 0.1
H 0.1 -0.1 0.2
H -0.5 -0.7 0.4
H -0.5 0.6 0.6
H -0.2 -0.1 -0.5
H -0.3 0.4 -0.1
H 0.4 -0.5 0.0
H -0.3 -0.1 0.0
O -0.3 -0.7 -0.5
S -0.3 -1.4 1.7
O 2.2 -0.3 -2.6
O 1.3 1.9 1.8
C 0.0 -0.6 -0.7
C -0.1 0.2 -0.4
C -2.0 0.5 0.1
H -0.4 -0.6 0.6
H -0.4 0.9 0.6
H 0.2 -0.2 0.1
H -0.2 0.3 -0.1
H 0.2 0.2 -0.2
H -0.1 -0.4 0.1
H 0.3 0.0 -0.5
H -0.3 0.4 -0.2
O -0.1 0.7 0.0
S 1.2 -2.4 -0.9
O -2.1 0.2 -0.2
O 1.3 1.3 -1.0
C -0.8 -0.7 2.4
C -0.7 0.2 -0.7
C -0.6 0.5 1.1
H 0.2 0.5 -0.7
H -0.1 -0.1 -0.1
H 0.1 -0.3 -0.2
H 0.2 0.2 0.1
H 0.8 -0.2 0.0
H 0.5 -0.2 0.0
H 0.0 0.0 0.2
H 0.3 0.4 0.1
O -1.4 0.9 -0.4
S -0.1 0.9 -1.1
O 0.0 -2.7 0.3
O 0.3 0.4 2.7
C -0.8 0.0 -0.9
C 1.3 0.5 -0.6
C 1.0 -0.5 0.4
H -0.4 -0.1 -0.2
H -0.4 0.4 0.5
H -0.1 -0.2 -0.1
H -0.2 -0.2 0.5
H 0.1 0.2 -0.1
H 0.4 0.1 0.0
H 0.3 0.6 -0.3
H 0.0 -0.2 -0.5

Results
- Net charge: +1
- Calculated total energy: -112680.4111 eV
- 2S+1: 2
- HOMO energy (alpha / beta): -9.181 / -9.181 eV
- Orbital gap (alpha / beta): 7.1 / 2.6 eV